Record 1
Here is C30H31Br2GeN6NiSe as an isolated structure from the OMol25 dataset. Energies are from wB97M-V/def2-TZVPD.

```
72
Properties=species:S:1:pos:R:3:mulliken_charge:R:1
Br -1.588 -1.507 -5.536 -0.026
Br -1.903 -5.879 1.145 0.029
Se 6.966 3.673 3.191 0.405
Ge -4.438 -0.317 0.472 0.043
Ni 1.556 -0.445 0.092 -0.662
N 3.235 0.338 -0.439 -0.291
N 0.367 -1.874 0.609 -0.372
N 0.786 -0.722 -1.642 0.060
N 5.390 3.108 3.770 -0.803
N 6.785 2.908 1.603 -0.797
N 1.935 0.359 1.802 -0.281
C -0.647 -1.175 -3.968 -0.274
C -0.988 -4.275 0.935 -0.310
C -4.609 1.608 0.439 -0.833
C 0.251 -0.118 -3.889 -0.751
C 0.940 0.073 -2.709 -0.377
C 5.623 2.307 1.596 0.783
C -4.884 -2.833 1.832 -0.640
C -4.634 -3.737 3.036 -0.320
C 5.104 1.572 0.449 0.254
C -6.025 1.707 -0.160 -0.537
C -0.972 -3.634 -0.301 -0.354
C 5.792 1.393 -0.755 -0.535
C 3.921 0.139 -1.565 -0.068
C -0.850 -1.976 -2.846 -0.421
C 2.738 1.806 4.044 -0.491
C -0.126 -1.715 -1.702 0.888
C -4.215 -1.462 2.003 -0.453
C -6.886 0.587 0.422 0.125
C 3.844 1.003 0.569 0.337
C 0.386 -2.525 1.780 -0.429
C -8.266 0.430 -0.193 -1.431
C -5.339 -5.080 2.899 -1.366
C 1.156 0.436 2.882 0.051
C 1.524 1.150 4.016 -1.047
C -0.279 -2.449 -0.431 0.750
C -0.282 -3.714 1.991 -0.859
C 3.549 1.767 2.908 0.284
C 3.094 1.054 1.805 0.319
C 4.849 2.418 2.800 0.764
C 5.200 0.652 -1.756 -1.009
H -4.254 -1.000 -0.891 0.172
H 1.639 0.892 -2.609 0.744
H 3.069 2.354 4.917 0.589
H -5.963 -2.703 1.702 0.419
H 5.710 0.462 -2.689 0.461
H -5.141 -5.717 3.759 0.381
H -1.567 -2.782 -2.883 0.515
H 6.779 1.822 -0.874 0.592
H -3.845 2.098 -0.161 0.451
H -4.522 -3.323 0.922 0.342
H 0.210 -0.085 2.844 0.667
H -3.133 -1.574 2.145 0.148
H 0.857 1.173 4.866 0.463
H -5.012 -5.612 2.004 0.285
H -6.382 -0.434 0.232 0.015
H 0.973 -2.088 2.575 0.851
H -4.568 1.995 1.457 0.429
H 3.446 -0.451 -2.335 0.759
H -8.815 -0.399 0.249 0.408
H -6.941 0.669 1.512 0.444
H -3.554 -3.885 3.153 0.153
H 0.415 0.543 -4.727 0.485
H -0.229 -4.199 2.955 0.548
H -8.203 0.281 -1.270 0.365
H -5.984 1.610 -1.247 0.354
H -6.420 -4.947 2.829 0.375
H -4.975 -3.230 3.942 0.402
H -1.465 -4.087 -1.150 0.523
H -6.483 2.672 0.056 0.406
H -4.593 -0.935 2.881 0.527
H -8.833 1.344 -0.007 0.372
```

**Highest occupied orbital energy (spin up / spin down)**: -15.86 / -15.86 eV
**F_max**: 0.156 eV/A
**Net charge**: +3
**Calculated total energy**: -343520.88542 eV
**Frontier orbital gap (spin up / spin down)**: 7.1 / 7.1 eV


Record 2
Here is a 8-piece molecular cluster, H16O8 overall from the OMol25 dataset. Energies are from wB97M-V/def2-TZVPD.

```
24
Properties=species:S:1:pos:R:3:nbo_charge:R:1
O -3.187 -0.586 -0.322 -0.956
O -4.717 1.560 0.429 -0.954
O -0.044 -0.454 0.061 -0.962
O 3.531 0.393 -1.586 -0.939
O 1.627 2.131 -0.885 -0.951
O 0.701 -1.884 -2.244 -0.946
O -0.117 -3.292 3.440 -0.935
O 2.696 2.882 2.197 -0.943
H -4.121 -0.823 -0.294 0.479
H 3.188 2.293 2.780 0.475
H 0.779 -2.348 -3.085 0.474
H 3.878 -0.285 -2.177 0.459
H 2.045 2.308 1.778 0.468
H -2.730 -1.435 -0.327 0.487
H -0.074 -3.308 2.477 0.466
H 0.812 -0.871 -0.092 0.489
H 3.096 1.019 -2.176 0.479
H -0.078 -2.275 -1.832 0.471
H -4.975 2.042 -0.365 0.463
H -3.997 0.991 0.135 0.482
H -0.232 0.005 -0.765 0.475
H -0.956 -2.857 3.630 0.469
H 2.094 2.774 -0.339 0.480
H 0.779 2.018 -0.441 0.472
```

**Highest occupied orbital energy**: -11.03 eV
**Energy above the lowest of the compared OMol25 structures with the same formula, charge and spin**: 61.2 kcal/mol
**SMILES string**: O.O.O.O.O.O.O.O
**F_max**: 0.557 eV/A
**Net charge**: 0
**Calculated total energy**: -16639.35814 eV
**Frontier orbital gap**: 11.0 eV


Record 3
Here is a 2-piece molecular cluster, C4H13NO2 overall from the OMol25 dataset. Energies are from wB97M-V/def2-TZVPD.

```
20
Properties=species:S:1:pos:R:3:nbo_charge:R:1
O 0.671 -1.826 -0.794 -0.017
O -2.221 2.567 0.519 -0.955
N 0.347 1.636 -0.042 -0.809
C 0.818 0.427 1.876 -0.630
C -0.038 -2.612 -1.823 -0.322
C -0.168 -0.808 -0.159 -0.142
C 0.818 0.349 0.343 -0.079
H 1.531 -0.209 2.401 0.234
H 0.690 -3.178 -2.405 0.268
H -1.393 2.090 0.467 0.470
H 0.385 1.528 -1.045 0.360
H -0.839 -2.118 -2.373 0.256
H -0.189 0.432 2.294 0.229
H -0.569 -3.417 -1.315 0.291
H 1.866 0.138 0.132 0.209
H 1.080 2.253 0.278 0.400
H -2.331 2.951 -0.351 0.463
H 1.183 1.416 2.154 0.228
H -0.737 -1.349 0.597 0.295
H -0.906 -0.269 -0.753 0.251
```

**Highest occupied orbital energy (spin up / spin down)**: -13.72 / -13.72 eV
**Energy above the lowest of the compared OMol25 structures with the same formula, charge and spin**: 81.9 kcal/mol
**F_max**: 4.122 eV/A
**Net charge**: +1
**Multiplicity**: 2
**Calculated total energy**: -9932.60457 eV
**Frontier orbital gap (spin up / spin down)**: 10.4 / 4.0 eV


Record 4
Here is C16H18Cl8F5N3O2S as an isolated structure from the OMol25 dataset. Energies are from wB97M-V/def2-TZVPD.

```
53
Properties=species:S:1:pos:R:3:nbo_charge:R:1
Cl 1.239 -2.837 0.684 -0.007
Cl -1.618 -4.753 -2.805 -0.031
Cl -2.790 4.438 3.660 -0.017
Cl -4.424 -5.366 -3.347 -0.017
Cl -2.435 3.113 1.080 -0.020
Cl -7.881 -6.029 -2.445 -0.019
Cl -1.243 -4.375 0.961 -0.040
Cl -6.162 -4.301 -0.823 -0.033
S 2.004 -1.657 -2.907 0.895
F 3.214 4.696 0.124 -0.314
F 4.282 5.272 -1.653 -0.314
F 4.268 3.188 -1.095 -0.307
F 1.355 5.141 -1.745 -0.324
F 2.590 4.150 -3.301 -0.321
O 0.542 3.164 4.159 -0.254
O 0.211 1.565 2.764 -0.431
N 1.147 -0.508 -2.108 -0.595
N 3.059 -2.165 -1.772 -0.586
N -0.054 2.169 4.004 0.416
C 3.396 -1.536 0.681 -0.200
C -1.919 4.444 2.124 -0.401
C 0.824 2.796 -0.295 -0.399
C 3.506 4.291 -1.130 0.916
C 2.967 -0.694 1.643 -0.195
C 0.527 -4.436 0.963 -0.389
C 1.268 0.376 0.208 0.091
C 1.880 0.291 1.435 -0.067
C 2.214 4.107 -1.984 0.618
C 2.762 -1.463 -0.681 0.099
C 0.152 1.391 -0.089 -0.472
C -7.802 -4.913 -1.078 -0.392
C -3.148 -5.327 -2.129 -0.395
C 1.484 2.780 -1.710 -0.467
C 1.684 -0.503 -0.889 0.072
C 1.582 1.164 2.649 -0.131
H 0.863 -4.807 1.926 0.220
H 2.267 1.998 -1.733 0.232
H -8.123 -5.434 -0.182 0.222
H -8.460 -4.073 -1.274 0.223
H 4.221 -2.230 0.855 0.240
H 3.458 -0.728 2.624 0.219
H 0.101 3.614 -0.176 0.226
H -0.321 1.076 -1.040 0.227
H -2.112 5.382 1.615 0.227
H 1.650 2.837 0.439 0.204
H 0.771 2.510 -2.505 0.246
H -0.654 1.392 0.669 0.259
H -3.447 -4.658 -1.329 0.221
H -3.005 -6.329 -1.740 0.221
H 0.854 -5.105 0.173 0.224
H 1.804 0.542 3.542 0.194
H 2.308 1.999 2.660 0.205
H -0.856 4.341 2.322 0.220
```

**Highest occupied orbital energy**: -8.93 eV
**F_max**: 3.212 eV/A
**Net charge**: 0
**Calculated total energy**: -150047.54922 eV
**Frontier orbital gap**: 8.2 eV


Record 5
Here is C48H48EuN4O4P2S2 as an isolated structure from the OMol25 dataset. Energies are from wB97M-V/def2-TZVPD.

```
109
Properties=species:S:1:pos:R:3:mulliken_charge:R:1
Eu 1.073 0.563 0.859 -0.305
S 0.308 -1.943 3.391 0.748
S 0.529 3.255 -0.525 -0.132
P -1.003 -0.325 -1.238 1.522
P 2.007 0.338 -2.080 0.652
O 2.233 -0.086 4.024 -0.827
O 0.404 3.717 3.490 -0.774
O 0.093 1.795 2.380 0.706
O 0.078 -1.222 2.065 -0.003
N -1.414 3.840 1.158 0.456
N -1.203 5.320 -0.642 -0.503
N 2.798 -1.581 1.014 0.080
N 2.859 1.270 2.263 -0.186
C -3.147 -1.301 0.238 0.275
C -2.538 1.858 -1.963 -0.783
C -2.899 5.625 1.055 -0.832
C 0.827 -4.625 1.669 -0.344
C -3.429 -1.562 -2.128 -0.696
C -2.221 5.973 -0.123 -0.080
C -0.970 1.225 -3.655 -0.454
C 2.821 2.683 -5.294 -0.632
C -2.528 0.129 3.525 0.110
C -0.703 -3.430 3.276 -0.880
C -4.404 -1.869 0.455 0.210
C 2.803 0.115 2.915 0.697
C 0.128 -5.166 -0.572 -0.371
C -0.593 -1.011 4.638 -1.242
C 0.845 2.690 2.989 0.240
C -4.368 -1.452 4.893 -0.644
C 3.245 1.810 -6.288 -0.558
C -2.647 -1.140 -1.048 -0.427
C 4.614 -0.734 -1.572 -0.813
C -2.427 4.527 1.692 -0.039
C -0.430 -4.087 1.946 0.019
C 3.288 0.445 -6.030 -0.606
C 2.495 0.825 -3.778 0.312
C 2.439 2.193 -4.052 -0.344
C 6.283 0.450 -0.303 -0.674
C -2.384 3.148 -3.988 -0.792
C 5.892 -0.671 -1.046 -0.390
C -5.162 -2.298 -0.623 -0.821
C -3.893 0.299 3.315 -0.637
C 2.915 -0.045 -4.780 -0.484
C -3.003 -1.623 5.100 -0.226
C 1.108 -5.158 0.418 -0.554
C 5.394 1.487 -0.102 -0.629
C -0.077 -1.533 -2.322 -1.400
C -2.073 -0.841 4.417 -0.158
C 1.468 -1.417 -2.161 -0.584
C 4.100 1.412 -0.619 0.081
C -2.967 2.916 -2.742 -0.468
C 2.343 2.398 3.048 -0.822
C -1.133 -4.647 -0.297 -0.598
C 3.516 -1.065 2.219 -0.797
C -1.529 0.996 -2.405 0.844
C -1.389 2.302 -4.442 -0.703
C -0.760 4.193 0.014 0.078
C 3.700 0.301 -1.349 1.047
C -4.816 -0.489 3.995 -0.579
C -1.404 -4.111 0.959 -0.187
C -4.671 -2.144 -1.921 -0.817
H -4.238 1.052 2.614 0.385
H -0.982 3.065 1.685 -0.342
H -2.546 -0.983 1.082 -0.096
H 4.483 -0.693 1.889 0.384
H -2.655 -2.369 5.809 0.413
H 0.344 -5.589 -1.546 0.419
H 5.688 2.357 0.473 0.428
H 3.535 2.192 -7.260 0.381
H -5.879 -0.347 3.832 0.435
H 3.483 -1.992 0.395 0.316
H 2.562 2.242 4.106 0.303
H -2.534 6.860 -0.672 0.391
H 1.749 -1.837 -1.195 -0.520
H -2.995 1.697 -0.990 0.322
H -1.759 -3.197 3.422 0.395
H 6.592 -1.480 -1.221 0.437
H 3.611 -0.242 -6.804 0.426
H 2.078 2.879 -3.289 0.334
H -3.752 3.570 -2.379 0.466
H -5.268 -2.465 -2.768 0.422
H -2.383 -3.704 1.171 0.504
H 2.775 3.749 -5.487 0.464
H 2.966 -1.114 -4.600 0.239
H 2.090 -5.570 0.217 0.434
H -3.721 6.205 1.448 0.418
H -0.049 -0.064 4.612 0.202
H -2.705 3.988 -4.594 0.373
H 3.664 -1.833 2.977 0.304
H 2.851 3.307 2.730 0.352
H -6.138 -2.743 -0.458 0.392
H 1.591 -4.629 2.443 0.350
H 2.158 -2.320 1.284 -0.440
H -3.068 -1.415 -3.142 0.401
H -2.809 4.150 2.632 0.503
H 1.979 -1.997 -2.931 0.929
H -0.374 -1.406 -3.363 0.720
H -1.908 -4.648 -1.057 0.358
H -5.080 -2.065 5.435 0.391
H 3.415 2.236 -0.475 0.246
H -0.402 -2.526 -2.011 0.333
H -0.358 -1.518 5.581 0.763
H -0.342 -4.059 4.099 0.503
H 4.321 -1.598 -2.165 0.263
H -0.926 2.472 -5.408 0.463
H 7.285 0.506 0.109 0.371
H -4.779 -1.973 1.468 0.422
H -1.799 0.749 3.014 0.584
H -0.187 0.583 -4.044 0.178
```

**Highest occupied orbital energy (spin up / spin down)**: -5.94 / -7.67 eV
**Energy above the lowest of the compared OMol25 structures with the same formula, charge and spin**: 0.0 kcal/mol
**F_max**: 2.294 eV/A
**Net charge**: 0
**Multiplicity**: 8
**Calculated total energy**: -124285.76469 eV
**Frontier orbital gap (spin up / spin down)**: 6.3 / 8.0 eV


Record 6
Here is C6H12IO12S3Ti as an isolated structure from the OMol25 dataset. Energies are from wB97M-V/def2-TZVPD.

```
35
Properties=species:S:1:pos:R:3:nbo_charge:R:1
I -2.449 1.449 2.302 -0.754
Ti 0.023 0.597 0.990 0.669
S 1.144 0.153 -2.020 2.560
S 0.870 3.904 -0.899 2.591
S -0.385 -3.017 2.443 2.595
O 2.211 1.072 -1.870 -0.904
O 0.728 3.694 -2.463 -0.677
O 2.162 4.330 -0.575 -0.875
O -0.774 -2.554 3.892 -0.678
O 1.140 -0.851 -0.765 -0.731
O -1.733 -3.770 2.111 -0.678
O 0.714 -3.908 2.513 -0.905
O -0.147 5.129 -0.800 -0.681
O 0.280 2.807 -0.220 -0.967
O -0.176 0.575 -2.279 -0.875
O -0.319 -1.909 1.577 -0.944
O 1.587 -0.946 -3.068 -0.670
C -2.383 -4.195 3.313 -0.104
C -0.864 5.280 -2.034 -0.092
C -2.000 -3.134 4.359 -0.094
C 2.161 -1.874 -0.942 -0.097
C -0.672 3.950 -2.741 -0.121
C 2.564 -1.768 -2.434 -0.115
H -1.807 -3.549 5.345 0.206
H -2.055 -5.185 3.633 0.196
H -0.403 6.082 -2.613 0.192
H -1.911 5.507 -1.857 0.214
H 3.551 -1.312 -2.523 0.205
H -0.841 3.974 -3.809 0.221
H -1.268 3.178 -2.251 0.219
H -2.758 -2.359 4.467 0.216
H 2.979 -1.616 -0.277 0.215
H -3.445 -4.194 3.098 0.220
H 2.595 -2.730 -2.936 0.218
H 1.682 -2.808 -0.668 0.221
```

**Highest occupied orbital energy (spin up / spin down)**: -5.20 / -7.47 eV
**Energy above the lowest of the compared OMol25 structures with the same formula, charge and spin**: 0.0 kcal/mol
**F_max**: 1.401 eV/A
**Net charge**: 0
**Multiplicity**: 4
**Calculated total energy**: -94704.00379 eV
**Frontier orbital gap (spin up / spin down)**: 5.5 / 7.7 eV